14
Properties=species:S:1:pos:R:3:mulliken_charge:R:1 method="wB97M-V/def2-TZVPD" spin_multiplicity=1 orbital_gap_ev=8.23 largest_force_ev_per_a=3.27 energy_ha=-257.48172 relative_energy_kcal_mol=45.84
B 1.66710 1.25381 0.19340 0.057
C -1.21173 -1.12270 0.04487 -0.260
C 0.25343 -1.16111 0.04869 0.016
C -1.86573 0.00978 0.02340 0.209
C 1.04235 -0.08287 0.19443 0.045
C -2.73951 0.95721 -0.13544 -0.717
C 2.56168 0.07212 -0.21058 -0.839
H 1.56623 2.12570 0.82672 -0.036
H -1.73773 -2.15615 0.11013 0.273
H 0.71368 -2.22201 -0.05722 0.261
H -2.96220 1.43516 0.84909 0.189
H -3.34333 1.34237 -0.98481 0.276
H 3.51072 -0.22439 0.35045 0.241
H 2.54506 -0.22692 -1.25313 0.285